Record 1
Formula: C50H38AuBrF3N3O2Sb
Source: the Open Molecules 2025 dataset
Level of theory: ωB97M-V/def2-TZVPD

```
! RIJCOSX wB97M-V def2-TZVPD def2/J DEFGRID3
* xyz 1 1
Au 0.789 -0.253 0.844
Sb -0.914 1.713 1.817
Br 4.625 -5.703 -2.762
F -5.543 3.244 -2.109
F -3.599 -3.240 4.458
F -2.298 6.123 6.031
O 2.973 -0.461 -0.274
O 1.316 -2.618 -0.118
N 2.360 2.358 0.464
N 6.703 -0.650 -2.008
N 4.981 0.739 -1.702
C -1.067 -2.602 0.053
C 2.882 -3.958 -1.367
C -2.447 -2.265 2.675
C -2.854 -7.262 -0.918
C 6.067 1.546 -1.979
C -2.268 -3.073 -0.717
C -2.007 5.183 5.116
C 2.507 -2.755 -0.801
C -2.915 -5.100 -1.956
C 6.211 2.927 -2.087
C -3.049 -2.138 3.910
C -5.140 -1.726 -2.659
C -4.382 -2.515 -1.819
C 3.349 -1.646 -0.882
C 8.565 2.521 -2.535
C -2.497 -6.679 0.296
C 3.431 4.725 0.138
C -3.055 -6.471 -2.043
C -2.475 -1.051 -2.167
C -4.543 2.898 -1.275
C -2.542 -4.491 -0.737
C 2.911 5.680 1.221
C 5.430 -0.565 -1.757
C 4.924 -2.948 -2.148
C -1.217 -1.225 0.718
C -3.635 1.395 0.332
C 4.100 -4.047 -2.024
C -0.686 4.869 4.885
C -2.487 2.180 0.433
C 2.851 3.382 0.286
C -3.045 4.573 4.437
C 8.412 1.154 -2.425
C -3.024 -2.207 -1.563
C 7.477 3.396 -2.371
C -3.114 -0.945 4.589
C -4.561 -0.621 -3.275
C -2.737 3.609 3.487
C 4.545 -1.732 -1.583
C -2.548 0.170 3.978
C -0.394 3.895 3.936
C -3.232 -0.283 -3.020
C -2.398 3.337 -0.345
C -3.426 3.706 -1.203
C -4.672 1.749 -0.524
C -1.857 -1.157 2.059
C -2.326 -5.314 0.386
C -1.924 0.082 2.739
C 7.136 0.663 -2.149
C 0.148 -2.746 -0.910
C -1.410 3.255 3.232
H -3.590 -0.888 5.559
H -2.342 -7.296 1.171
H -5.147 -0.016 -3.956
H 1.827 5.775 1.170
H 4.516 4.634 0.198
H -2.497 -3.230 2.188
H 9.245 0.474 -2.551
H -3.037 -4.488 -2.839
H 3.351 6.666 1.078
H 2.237 -4.822 -1.281
H 5.864 -2.996 -2.680
H 3.182 5.324 2.213
H -0.865 -3.344 0.831
H 7.639 4.462 -2.469
H 3.749 -0.027 0.106
H -4.834 -3.360 -1.317
H -4.067 4.855 4.654
H -3.738 0.501 0.939
H -2.791 0.584 -3.493
H 9.540 2.932 -2.759
H -3.312 -6.927 -2.990
H -1.654 -0.490 0.055
H -1.516 3.965 -0.282
H 0.092 5.378 5.439
H -2.585 1.119 4.499
H -3.375 4.607 -1.800
H -2.074 -4.884 1.343
H 0.134 -1.966 -1.676
H -5.572 1.150 -0.601
H -3.544 3.136 2.939
H 3.181 5.096 -0.855
H 0.142 -3.723 -1.404
H -6.179 -1.969 -2.838
H 5.372 3.603 -1.969
H -1.437 -0.791 -2.020
H -2.981 -8.335 -0.985
H 0.643 3.633 3.748
H 4.017 1.029 -1.673
*
```

The calculation puts the electronic energy at -5492.1291 a.u. The value obtained for the HOMO-LUMO gap is 0.1440 Eh. The HOMO energy comes out at -9.0 eV.

Taken from the Löwdin analysis, the atomic charges in e are: atom 1 (Au): 0.644, atom 2 (Sb): 1.470, atom 3 (Br): 0.778, atom 4 (F): 0.062, atom 5 (F): 0.063, atom 6 (F): 0.070, atom 7 (O): -0.061, atom 8 (O): -0.113, atom 9 (N): 0.135, atom 10 (N): 0.188, atom 11 (N): 0.155, atom 12 (C): -0.237, atom 13 (C): -0.042, atom 14 (C): 0.033, atom 15 (C): -0.027, atom 16 (C): -0.188, atom 17 (C): 0.016, atom 18 (C): -0.283, atom 19 (C): -0.204, atom 20 (C): -0.001, atom 21 (C): -0.027, atom 22 (C): -0.275, atom 23 (C): -0.038, atom 24 (C): 0.006, atom 25 (C): -0.163, atom 26 (C): -0.083, atom 27 (C): -0.035, atom 28 (C): -0.225, atom 29 (C): -0.040, atom 30 (C): 0.010, atom 31 (C): -0.289, atom 32 (C): -0.161, atom 33 (C): -0.086, atom 34 (C): -0.264, atom 35 (C): -0.053, atom 36 (C): -0.266, atom 37 (C): -0.118, atom 38 (C): -0.670, atom 39 (C): -0.009, atom 40 (C): -0.378, atom 41 (C): -0.203, atom 42 (C): 0.000, atom 43 (C): -0.006, atom 44 (C): -0.150, atom 45 (C): -0.087, atom 46 (C): -0.006, atom 47 (C): -0.023, atom 48 (C): -0.124, atom 49 (C): -0.065, atom 50 (C): -0.094, atom 51 (C): -0.136, atom 52 (C): -0.038, atom 53 (C): -0.118, atom 54 (C): -0.006, atom 55 (C): -0.016, atom 56 (C): -0.295, atom 57 (C): 0.010, atom 58 (C): -0.353, atom 59 (C): -0.216, atom 60 (C): -0.132, atom 61 (C): -0.397, atom 62 (H): 0.122, atom 63 (H): 0.120, atom 64 (H): 0.123, atom 65 (H): 0.078, atom 66 (H): 0.110, atom 67 (H): 0.087, atom 68 (H): 0.116, atom 69 (H): 0.127, atom 70 (H): 0.080, atom 71 (H): 0.119, atom 72 (H): 0.117, atom 73 (H): 0.081, atom 74 (H): 0.133, atom 75 (H): 0.103, atom 76 (H): 0.106, atom 77 (H): 0.130, atom 78 (H): 0.123, atom 79 (H): 0.099, atom 80 (H): 0.123, atom 81 (H): 0.104, atom 82 (H): 0.119, atom 83 (H): 0.027, atom 84 (H): 0.098, atom 85 (H): 0.121, atom 86 (H): 0.093, atom 87 (H): 0.122, atom 88 (H): 0.103, atom 89 (H): 0.126, atom 90 (H): 0.122, atom 91 (H): 0.103, atom 92 (H): 0.117, atom 93 (H): 0.135, atom 94 (H): 0.119, atom 95 (H): 0.093, atom 96 (H): 0.109, atom 97 (H): 0.120, atom 98 (H): 0.088, atom 99 (H): 0.143

---

Record 2
Formula: C50H38Cl3N2O3P2SSiTi
Source: the Open Molecules 2025 dataset
Level of theory: ωB97M-V/def2-TZVPD

```
! RIJCOSX wB97M-V def2-TZVPD def2/J DEFGRID3
* xyz -1 3
Ti -0.151 -0.898 0.086
Cl -1.616 -3.930 -2.329
Cl -2.967 -3.768 0.660
Cl 0.106 -4.899 0.287
S -0.915 3.308 -1.179
P -2.485 1.920 1.308
P 0.804 2.504 1.460
Si -1.117 -3.291 -0.350
O -1.204 4.047 -2.441
O 0.241 -1.182 1.969
O 0.249 -0.665 -1.895
N 1.896 -1.363 -0.172
N 2.404 -1.291 -1.463
C 2.280 2.580 2.543
C 1.030 -0.420 -5.980
C 2.586 2.162 -2.817
C 1.301 2.641 -2.624
C 2.732 -1.818 0.704
C -5.345 1.679 1.186
C -3.440 -0.647 5.031
C -3.203 -1.321 3.846
C 3.215 -2.946 4.219
C -1.926 1.281 -2.656
C -0.513 4.651 2.571
C -6.597 2.104 0.768
C 3.337 1.764 -1.722
C -0.489 6.931 1.813
C -4.206 2.413 0.864
C 3.368 -0.730 -5.523
C -2.904 -0.619 2.684
C -4.347 3.584 0.120
C -6.726 3.265 0.017
C 1.974 -2.631 4.787
C -2.839 0.769 2.687
C 0.747 -0.574 -4.631
C -2.177 0.953 -0.247
C -2.578 0.074 -2.906
C 0.321 4.276 1.520
C 3.431 -2.657 2.890
C 2.441 -2.064 2.092
C -3.069 1.437 3.896
C 2.336 1.685 3.604
C 0.333 6.565 0.756
C 0.784 2.716 -1.343
C 1.543 2.385 -0.219
C 1.187 -1.749 2.670
C -5.598 4.004 -0.309
C -2.788 -0.281 -0.536
C -0.909 5.972 2.724
C 0.738 5.246 0.613
C -3.371 0.742 5.054
C 3.086 -0.886 -4.176
C 3.298 3.525 2.398
C 4.361 3.552 3.283
C 3.402 1.712 4.497
C -2.982 -0.710 -1.853
C 0.984 -2.042 4.033
C 1.772 -0.803 -3.720
C 1.448 -0.924 -2.275
C 2.341 -0.492 -6.430
C -1.718 1.699 -1.363
C 2.826 1.886 -0.437
C 4.415 2.641 4.334
H -3.246 -2.403 3.802
H 5.147 4.286 3.160
H 5.248 2.662 5.025
H -3.013 2.521 3.923
H -0.859 3.896 3.268
H -5.689 4.911 -0.894
H 4.327 1.350 -1.862
H -3.464 -1.663 -2.027
H -7.704 3.592 -0.314
H 1.537 0.966 3.731
H -2.725 -1.204 1.797
H 1.367 4.968 -0.226
H -2.752 -0.248 -3.925
H 3.872 -1.073 -3.456
H -3.548 1.282 5.976
H 3.990 -3.411 4.814
H 0.686 2.960 -3.457
H 4.392 -0.793 -5.870
H 2.563 -0.370 -7.483
H -7.475 1.523 1.023
H -3.468 4.169 -0.129
H 2.984 2.068 -3.820
H 0.654 7.306 0.035
H -5.254 0.769 1.769
H 3.254 4.242 1.586
H -3.674 -1.196 5.935
H 0.020 -1.793 4.461
H 4.385 -2.896 2.432
H -3.260 -0.853 0.250
H 3.726 -2.078 0.342
H 1.787 -2.857 5.830
H -1.596 1.917 -3.469
H 0.225 -0.245 -6.683
H -1.557 6.249 3.545
H -0.267 -0.523 -4.258
H -0.808 7.960 1.921
H 3.434 0.999 5.311
H 3.431 1.577 0.405
*
```

The calculation puts the electronic energy at -5864.1142 a.u. The value obtained for the HOMO-LUMO gap (spin up / spin down) is 0.2075 / 0.2672 Eh. The HOMO energy (spin up / spin down) comes out at -3.4 / -5.1 eV.

Atom charges from the Löwdin analysis, given in e for atoms 1 to 99: atom 1 (Ti): 0.642, atom 2 (Cl): 0.099, atom 3 (Cl): 0.100, atom 4 (Cl): 0.106, atom 5 (S): 0.945, atom 6 (P): 1.076, atom 7 (P): 1.095, atom 8 (Si): -0.490, atom 9 (O): -0.499, atom 10 (O): -0.228, atom 11 (O): -0.177, atom 12 (N): -0.083, atom 13 (N): 0.083, atom 14 (C): -0.368, atom 15 (C): -0.082, atom 16 (C): -0.069, atom 17 (C): -0.059, atom 18 (C): -0.074, atom 19 (C): -0.078, atom 20 (C): -0.092, atom 21 (C): -0.072, atom 22 (C): -0.118, atom 23 (C): -0.072, atom 24 (C): -0.120, atom 25 (C): -0.088, atom 26 (C): -0.070, atom 27 (C): -0.095, atom 28 (C): -0.344, atom 29 (C): -0.095, atom 30 (C): -0.100, atom 31 (C): -0.097, atom 32 (C): -0.100, atom 33 (C): -0.102, atom 34 (C): -0.368, atom 35 (C): -0.013, atom 36 (C): -0.389, atom 37 (C): -0.063, atom 38 (C): -0.410, atom 39 (C): -0.057, atom 40 (C): -0.154, atom 41 (C): -0.119, atom 42 (C): -0.085, atom 43 (C): -0.079, atom 44 (C): -0.376, atom 45 (C): -0.366, atom 46 (C): -0.360, atom 47 (C): -0.086, atom 48 (C): -0.164, atom 49 (C): -0.086, atom 50 (C): -0.123, atom 51 (C): -0.091, atom 52 (C): -0.047, atom 53 (C): -0.092, atom 54 (C): -0.086, atom 55 (C): -0.077, atom 56 (C): -0.092, atom 57 (C): -0.021, atom 58 (C): -0.146, atom 59 (C): -0.468, atom 60 (C): -0.105, atom 61 (C): -0.382, atom 62 (C): -0.081, atom 63 (C): -0.093, atom 64 (H): 0.104, atom 65 (H): 0.099, atom 66 (H): 0.097, atom 67 (H): 0.093, atom 68 (H): 0.085, atom 69 (H): 0.101, atom 70 (H): 0.109, atom 71 (H): 0.090, atom 72 (H): 0.096, atom 73 (H): 0.092, atom 74 (H): 0.028, atom 75 (H): 0.104, atom 76 (H): 0.113, atom 77 (H): 0.105, atom 78 (H): 0.098, atom 79 (H): 0.088, atom 80 (H): 0.111, atom 81 (H): 0.095, atom 82 (H): 0.093, atom 83 (H): 0.099, atom 84 (H): 0.088, atom 85 (H): 0.108, atom 86 (H): 0.103, atom 87 (H): 0.103, atom 88 (H): 0.106, atom 89 (H): 0.098, atom 90 (H): 0.107, atom 91 (H): 0.106, atom 92 (H): 0.059, atom 93 (H): 0.123, atom 94 (H): 0.094, atom 95 (H): 0.112, atom 96 (H): 0.097, atom 97 (H): 0.099, atom 98 (H): 0.097, atom 99 (H): 0.096

---

Record 3
Formula: C50H38N6PZr
Source: the Open Molecules 2025 dataset
Level of theory: ωB97M-V/def2-TZVPD

```
! RIJCOSX wB97M-V def2-TZVPD def2/J DEFGRID3
* xyz 1 1
Zr 1.273 -0.302 0.600
P -1.580 0.794 -0.943
N -0.226 -2.150 0.729
N 4.482 -1.203 -0.130
N 3.691 -0.241 0.000
N 2.105 1.733 0.722
N -0.419 0.512 0.067
N 2.620 -2.566 0.435
C -0.179 5.174 1.583
C -3.094 -1.269 -2.233
C -2.170 -4.095 1.028
C 3.376 2.057 0.333
C 4.329 -4.789 0.370
C -2.620 2.175 -0.405
C -0.678 -2.823 -0.369
C -3.734 2.598 -1.132
C -0.446 -1.940 4.378
C 6.032 2.545 -0.552
C 4.234 1.025 -0.110
C 2.197 -3.795 0.759
C 0.222 4.332 2.608
C -2.357 2.734 0.840
C 0.218 -1.309 5.419
C -0.069 -1.697 3.059
C 1.004 1.625 -3.948
C -0.135 -2.523 -1.639
C 0.845 3.697 -0.015
C 0.436 1.322 -2.720
C 0.951 -0.773 2.758
C 5.549 1.268 -0.549
C -1.714 -3.399 2.104
C 4.795 -3.529 0.050
C 1.608 -0.167 3.827
C 1.259 -0.436 5.146
C -2.028 -4.557 -1.414
C -4.783 -2.512 -1.051
C 5.208 3.585 -0.078
C -0.703 -2.419 1.932
C -2.804 -0.549 -1.079
C -4.561 3.584 -0.625
C 1.283 2.869 1.016
C -1.737 1.233 -3.735
C -1.472 -4.269 -2.628
C 0.127 4.847 0.268
C -0.937 1.138 -2.596
C -4.297 4.138 0.624
C 0.200 1.724 -5.075
C -4.474 -1.821 0.115
C -3.202 3.710 1.355
C 3.926 3.363 0.358
C -4.090 -2.239 -2.220
C 0.953 3.182 2.327
C -3.497 -0.840 0.099
C 3.913 -2.460 0.110
C 3.003 -4.918 0.746
C -1.644 -3.838 -0.260
C -1.171 1.525 -4.966
C -0.521 -3.232 -2.741
H 0.596 -1.728 -1.750
H -0.018 4.574 3.637
H -0.092 -3.001 -3.708
H -2.939 -4.850 1.146
H -3.976 2.151 -2.085
H 1.791 0.044 5.958
H -3.274 -0.287 1.005
H 7.033 2.756 -0.902
H -0.736 6.076 1.803
H -2.114 -3.597 3.087
H -4.321 -2.782 -3.129
H 5.597 4.595 -0.051
H 5.821 -3.336 -0.228
H 3.334 4.188 0.727
H 2.072 1.783 -4.022
H 2.583 -5.874 1.027
H -1.763 -4.826 -3.509
H 2.410 0.537 3.638
H -2.772 -5.339 -1.318
H 1.066 1.261 -1.832
H -5.009 -2.034 1.032
H -2.805 1.074 -3.676
H -1.803 1.601 -5.841
H 1.284 2.535 3.127
H 0.640 1.949 -6.038
H -0.201 5.487 -0.542
H -4.953 4.901 1.024
H -5.566 -3.260 -1.047
H -2.548 -1.083 -3.149
H -2.996 4.137 2.328
H -0.075 -1.506 6.442
H 1.094 3.446 -1.040
H -5.420 3.913 -1.194
H -1.494 2.399 1.401
H 1.166 -3.896 1.053
H -1.248 -2.627 4.615
H 4.989 -5.646 0.343
H 6.149 0.434 -0.883
*
```

The calculation puts the electronic energy at -2645.0322 a.u. The value obtained for the HOMO-LUMO gap is 0.2196 Eh. The HOMO energy comes out at -9.9 eV.

Taken from the Löwdin analysis, the atomic charges in e are: atom 1 (Zr): 1.653, atom 2 (P): 0.830, atom 3 (N): -0.010, atom 4 (N): 0.091, atom 5 (N): -0.020, atom 6 (N): -0.107, atom 7 (N): -0.381, atom 8 (N): 0.067, atom 9 (C): -0.101, atom 10 (C): -0.089, atom 11 (C): 0.014, atom 12 (C): -0.232, atom 13 (C): -0.031, atom 14 (C): -0.277, atom 15 (C): -0.244, atom 16 (C): -0.071, atom 17 (C): -0.028, atom 18 (C): -0.078, atom 19 (C): -0.219, atom 20 (C): -0.099, atom 21 (C): -0.079, atom 22 (C): -0.088, atom 23 (C): -0.067, atom 24 (C): -0.200, atom 25 (C): -0.066, atom 26 (C): -0.040, atom 27 (C): -0.052, atom 28 (C): -0.110, atom 29 (C): -0.209, atom 30 (C): -0.021, atom 31 (C): 0.018, atom 32 (C): 0.011, atom 33 (C): -0.130, atom 34 (C): -0.072, atom 35 (C): -0.024, atom 36 (C): -0.074, atom 37 (C): -0.050, atom 38 (C): -0.224, atom 39 (C): -0.274, atom 40 (C): -0.070, atom 41 (C): -0.344, atom 42 (C): -0.090, atom 43 (C): -0.067, atom 44 (C): -0.071, atom 45 (C): -0.271, atom 46 (C): -0.067, atom 47 (C): -0.065, atom 48 (C): -0.075, atom 49 (C): -0.071, atom 50 (C): -0.002, atom 51 (C): -0.077, atom 52 (C): -0.029, atom 53 (C): -0.080, atom 54 (C): -0.314, atom 55 (C): -0.029, atom 56 (C): -0.157, atom 57 (C): -0.061, atom 58 (C): -0.058, atom 59 (H): 0.091, atom 60 (H): 0.109, atom 61 (H): 0.117, atom 62 (H): 0.130, atom 63 (H): 0.098, atom 64 (H): 0.109, atom 65 (H): 0.116, atom 66 (H): 0.106, atom 67 (H): 0.108, atom 68 (H): 0.108, atom 69 (H): 0.114, atom 70 (H): 0.113, atom 71 (H): 0.122, atom 72 (H): 0.115, atom 73 (H): 0.110, atom 74 (H): 0.116, atom 75 (H): 0.114, atom 76 (H): 0.087, atom 77 (H): 0.126, atom 78 (H): 0.063, atom 79 (H): 0.112, atom 80 (H): 0.096, atom 81 (H): 0.112, atom 82 (H): 0.097, atom 83 (H): 0.110, atom 84 (H): 0.112, atom 85 (H): 0.108, atom 86 (H): 0.111, atom 87 (H): 0.097, atom 88 (H): 0.107, atom 89 (H): 0.109, atom 90 (H): 0.110, atom 91 (H): 0.108, atom 92 (H): 0.086, atom 93 (H): 0.101, atom 94 (H): 0.102, atom 95 (H): 0.120, atom 96 (H): 0.108